Record 1
Molecular formula: C7H10Br2Si
Method: DFT, ωB97M-V with the def2-TZVPD basis set

```
! wB97M-V def2-TZVPD RIJCOSX def2/J DEFGRID3
* xyz 0 1
C 1.2249 0.5425 0.3275
C 0.8187 0.2834 -1.0748
C 1.2194 -1.7418 -0.0103
C -0.8340 -0.6938 0.4331
C 0.5544 -0.6674 0.9352
C 0.8170 -1.1737 -1.3165
C -0.4948 -0.4498 -1.0490
Si -2.5376 3.8929 1.1661
Br -3.6784 2.0804 1.9226
Br 0.6021 2.3498 0.8433
H 2.2569 0.3335 0.5044
H 1.0193 0.8527 -1.9552
H 2.3209 -1.8659 -0.0506
H 0.9600 -2.7925 0.2444
H -1.3974 -1.5478 0.4283
H -1.3650 0.1904 0.7897
H 0.7972 -1.0004 1.9848
H 1.2318 -1.5699 -2.3131
H -1.3332 -0.3408 -1.7234
H -2.1824 3.3185 -0.0865
*
```

The value obtained for the highest occupied orbital energy is -8.77 eV. The calculation puts the total energy at -155381.713 eV. Its LUMO energy is -0.031 Eh. For the energy above the lowest of the compared OMol25 structures with the same formula, charge and spin, the calculation gives 276.37 kJ/mol. The HOMO-LUMO gap comes out at 7.9 eV.



Record 2
Molecular formula: C6H13NO
Method: DFT, ωB97M-V with the def2-TZVPD basis set

```
! wB97M-V def2-TZVPD RIJCOSX def2/J DEFGRID3
* xyz 0 1
C -0.9884 -1.8034 -0.4453
C 0.4995 -1.6106 -0.9412
O -1.8208 -2.3161 -1.4475
H -1.8855 -1.6459 -2.1498
H -0.9981 -2.5503 0.3503
H -1.3160 -0.7598 -0.0799
H 0.7989 -2.5745 -1.3547
H 1.1844 -1.3729 -0.1305
H 0.5237 -0.8730 -1.7452
C 1.4497 1.9069 -0.4275
C 0.2055 1.3883 0.2420
C 0.3772 0.8824 1.6080
C -0.6352 0.5097 2.3810
N -0.9625 1.3820 -0.2724
H -1.0143 1.7947 -1.2026
H 1.3981 0.7752 1.9461
H 1.9672 2.6139 0.2212
H 1.2259 2.3949 -1.3723
H 2.1291 1.0820 -0.6097
H -1.6496 0.6365 2.0451
H -0.4889 0.1400 3.3848
*
```

The value obtained for the highest occupied orbital energy is -9.57 eV. The calculation puts the total energy at -9968.994 eV. Its SMILES is [H]/N=C(\C)C=C.CCO. Its LUMO energy is 0.021 Eh. For the energy above the lowest of the compared OMol25 structures with the same formula, charge and spin, the calculation gives 210.34 kJ/mol. The HOMO-LUMO gap comes out at 10.1 eV.



Record 3
Molecular formula: C20H32BFIInLiMgN2O5
Method: DFT, ωB97M-V with the def2-TZVPD basis set

```
! wB97M-V def2-TZVPD RIJCOSX def2/J DEFGRID3
* xyz 1 1
O -0.8151 -2.3611 0.6048
C -1.2318 -1.3700 0.1568
I -0.1179 0.5781 0.6969
C -2.3696 -1.0886 -0.6293
In -3.7450 -0.1269 0.9013
C -5.6174 0.6966 0.0511
B -6.7633 -0.3651 0.2438
O -6.9918 -0.8957 1.5012
O -7.4894 -0.7726 -0.8322
H -2.6991 -2.0319 -1.0372
H -2.1217 -0.3749 -1.4050
H -2.6858 1.0774 1.7511
H -4.1675 -1.4264 2.0377
H -5.5370 1.0559 -0.9681
H -5.8991 1.5575 0.6620
H -6.9204 -0.1672 2.1182
H -8.0017 -1.5340 -0.5450
C 0.2314 5.0205 -3.8365
C -0.7309 4.2899 -3.2788
C -0.4591 2.9322 -2.7543
O -1.3349 2.2628 -2.2484
C 0.9292 2.4167 -2.8735
C 1.8919 3.1444 -3.4301
C 1.6181 4.5085 -3.9564
O 2.4967 5.1673 -4.4596
H 0.0514 6.0135 -4.2266
H -1.7476 4.6485 -3.1845
H 1.1049 1.4196 -2.4856
H 2.9096 2.7866 -3.5295
N -1.3109 3.1383 -6.9008
C -1.1982 2.1112 -6.0633
C -0.2362 1.1200 -6.1829
C 0.6583 1.1987 -7.2381
C 0.5556 2.2588 -8.1214
C -0.4428 3.1988 -7.9067
H -1.9232 2.0906 -5.2554
H -0.1910 0.3084 -5.4686
H 1.4238 0.4446 -7.3699
H 1.2324 2.3577 -8.9583
H -0.5586 4.0474 -8.5712
C 5.1210 -2.4147 4.1472
C 3.8875 -2.4912 5.0394
N 2.8700 -1.4931 4.7005
C 1.7898 -1.3691 5.6838
C 0.8573 -2.5633 5.8817
C 2.4491 -1.4901 3.3547
C 1.8342 -2.7671 2.7683
H 5.5764 -1.4223 4.1826
H 5.8632 -3.1355 4.4871
H 4.8948 -2.6556 3.1054
H 4.2116 -2.3164 6.0646
H 3.4919 -3.5094 5.0130
H 1.1891 -0.4894 5.4326
H 2.2501 -1.1301 6.6445
H 0.1349 -2.6522 5.0691
H 0.2849 -2.4218 6.7988
H 1.4010 -3.5023 5.9781
H 3.3393 -1.2176 2.7152
H 1.7403 -0.6585 3.2069
H 2.3718 -3.6620 3.0752
H 1.8641 -2.7266 1.6701
H 0.7914 -2.8715 3.0500
Mg 2.6834 0.1699 0.7169
F 2.9571 -4.8482 6.6749
Li 4.3498 -5.6980 7.5319
*
```

The value obtained for the highest occupied orbital energy is -10.53 eV. The calculation puts the total energy at -56785.630 eV. Its LUMO energy is -0.255 Eh. The HOMO-LUMO gap comes out at 3.6 eV.



Record 4
Molecular formula: C4H4CuO4
Method: DFT, ωB97M-V with the def2-TZVPD basis set

```
! wB97M-V def2-TZVPD RIJCOSX def2/J DEFGRID3
* xyz 2 2
O 3.2908 -2.7425 -2.1324
C 2.1685 -2.5518 -2.2075
Cu -0.8718 0.0064 -0.1794
C -1.4172 -1.9041 0.0526
C -0.9698 0.1481 -2.1514
O -1.9778 -2.6904 0.6843
O -1.3310 0.7818 -3.0593
C -0.1041 1.7521 1.5671
O 0.7847 0.9218 0.7849
H -0.7968 2.2949 0.9093
H 0.5187 2.4466 2.1401
H -0.6970 1.1326 2.2576
H 1.4029 0.4046 1.3340
*
```

The value obtained for the highest occupied orbital energy (alpha / beta) is -19.47 / -19.47 eV. The calculation puts the total energy at -57018.984 eV. Its LUMO energy (alpha / beta) is -0.419 / -0.547 Eh. The expectation value of S² is 0.753. The HOMO-LUMO gap (alpha / beta) comes out at 8.1 / 4.6 eV.



Record 5
Molecular formula: C44H48MoN6O5
Method: DFT, ωB97M-V with the def2-TZVPD basis set

```
! wB97M-V def2-TZVPD RIJCOSX def2/J DEFGRID3
* xyz 0 3
Mo 0.1782 -0.0931 -0.4004
C 0.7647 3.6919 4.7580
C 0.6985 2.2451 4.2525
C 0.0729 2.1733 2.8942
C -1.3065 2.0510 2.5966
C -2.4341 1.8642 3.5597
C -3.2970 3.1205 3.7231
C -1.4904 1.9719 1.2123
C -2.7031 1.6520 0.5277
C -2.8862 0.6605 -0.4539
C -3.9664 0.2833 -1.2023
C -5.1899 1.1107 -1.4469
C -4.9148 2.3133 -2.3566
C -3.8161 -1.1979 -1.5312
C -2.2353 -1.3179 -1.6202
C -1.6250 -2.5742 -1.1010
C -0.1701 -2.8530 -0.8240
N 1.0248 -2.3052 -1.3106
C 2.1172 -2.6787 -0.5507
C 3.3523 -1.9382 -0.5627
C 3.3929 -0.5712 -0.4454
N 2.3290 0.2716 -0.1549
C 2.8630 1.3400 0.5756
C 2.2144 2.1084 1.4903
C 0.8008 2.1783 1.7233
N -0.1666 2.1115 0.7025
C 4.3292 1.2730 0.4980
C 4.6506 0.1357 -0.1448
C 6.0193 -0.4060 -0.4270
C 6.6410 -1.0768 0.8066
C 5.2560 2.3114 1.0430
C 5.2256 3.6047 0.2192
C 1.6332 -3.5847 0.3687
C 0.2174 -3.6569 0.2282
C -0.7068 -4.4717 1.0814
C -0.9900 -5.8450 0.4592
C 2.4665 -4.1468 1.4812
C 2.5062 -3.1913 2.6886
N -1.9059 -0.4266 -0.5447
C -4.6570 -1.8355 -2.6093
C -6.0105 -2.3368 -2.1028
H 1.3708 3.7645 5.6631
H -0.2340 4.0693 4.9813
H 1.2047 4.3369 3.9962
H 0.1271 1.6370 4.9575
H 1.7046 1.8234 4.2115
H -2.0315 1.5808 4.5357
H -3.0609 1.0369 3.2093
H -2.6980 3.9507 4.1018
H -4.1176 2.9420 4.4223
H -3.7237 3.4272 2.7673
H -3.6166 2.0414 0.9563
H -5.5787 1.4783 -0.4892
H -5.9687 0.4917 -1.8961
H -4.1227 2.9342 -1.9362
H -5.8139 2.9237 -2.4729
H -4.5959 1.9753 -3.3452
H -2.1736 -3.4711 -1.3753
H 4.2671 -2.4795 -0.3648
H 2.8437 2.5684 2.2428
H 6.6662 0.4107 -0.7566
H 5.9654 -1.1274 -1.2440
H 6.7616 -0.3531 1.6140
H 7.6202 -1.5019 0.5785
H 5.9967 -1.8767 1.1759
H 6.2726 1.9145 1.0629
H 4.9827 2.5394 2.0772
H 5.5798 3.4173 -0.7959
H 5.8655 4.3651 0.6706
H 4.2090 3.9937 0.1605
H -1.6409 -3.9315 1.2416
H -0.2452 -4.6064 2.0617
H -1.6320 -5.7555 -0.4195
H -1.4841 -6.5046 1.1739
H -0.0592 -6.3163 0.1413
H 3.4804 -4.3133 1.1155
H 2.0658 -5.1172 1.7810
H 2.5553 -2.1571 2.3410
H 3.3719 -3.3832 3.3240
H 1.6050 -3.2955 3.2962
H -4.0987 -2.6668 -3.0499
H -4.7957 -1.0985 -3.4042
H -5.8980 -3.2344 -1.4926
H -6.6660 -2.5845 -2.9376
H -6.5085 -1.5860 -1.4900
O -0.2330 2.4345 -6.4003
C -0.1173 1.9706 -5.1440
C -0.3655 2.7576 -4.0262
C -0.1540 2.2082 -2.7805
N 0.2934 0.9526 -2.6101
C 0.3667 0.1603 -3.6961
C 0.1978 0.6285 -4.9809
C 0.3539 -1.2945 -3.3549
O -0.4527 -2.0620 -3.7722
O 1.3409 -1.5675 -2.4617
C -0.6346 2.8614 -1.5257
O -1.6705 3.4342 -1.4417
O 0.2690 2.6418 -0.5369
H -0.4652 3.3707 -6.3962
H -0.7449 3.7676 -4.1205
H 0.2846 -0.0230 -5.8388
N -3.8373 -1.8650 -0.1723
C -2.3677 -1.7568 -0.0341
H -4.0971 -2.8460 -0.1981
*
```

The value obtained for the highest occupied orbital energy (alpha / beta) is -5.02 / -5.08 eV. The calculation puts the total energy at -67428.091 eV. Its LUMO energy (alpha / beta) is -0.024 / -0.025 Eh. The expectation value of S² is 2.045. For the energy above the lowest of the compared OMol25 structures with the same formula, charge and spin, the calculation gives 1385.83 kJ/mol. The HOMO-LUMO gap (alpha / beta) comes out at 4.4 / 4.4 eV.